Record 1
Below is a cluster of 4 separate species, C23H45BFN4O10S4 in total, with properties calculated with ωB97M-V/def2-TZVPD.

HOMO (eV): -12.02
Calculated total energy (eV): -97743.1309
Gap between HOMO and LUMO (eV): 9.10
Charge: +1

Positions of all 88 atoms, in Å:
1 C 2.561 1.890 0.308
2 C 3.387 1.502 -0.994
3 B 2.474 0.759 -2.094
4 O 3.157 0.050 -3.083
5 N 0.963 0.763 -2.077
6 N 0.359 -0.468 -1.979
7 C -0.932 -0.201 -1.975
8 C -2.152 -1.141 -1.911
9 S -2.668 -1.420 -3.675
10 O -1.609 -0.829 -4.510
11 O -2.813 -2.833 -3.977
12 N -1.188 1.192 -2.044
13 N -2.455 1.746 -2.017
14 C -2.712 2.672 -3.153
15 C -2.800 2.319 -0.720
16 C -1.795 2.386 0.485
17 O -3.912 2.729 -0.539
18 C 0.065 1.759 -2.136
19 C 0.408 3.259 -2.283
20 C 0.637 3.552 -3.837
21 C -0.157 4.819 -4.329
22 F -0.350 5.779 -3.318
23 H 1.669 1.227 0.436
24 H 2.208 2.948 0.170
25 H 3.160 1.853 1.249
26 H 3.855 2.390 -1.499
27 H 4.228 0.838 -0.665
28 H 3.518 -0.769 -2.682
29 H -1.813 -2.123 -1.495
30 H -3.000 -0.738 -1.310
31 H -3.834 -0.738 -3.962
32 H -2.258 3.683 -3.040
33 H -3.825 2.801 -3.209
34 H -2.419 2.137 -4.088
35 H -1.045 3.178 0.251
36 H -2.347 2.543 1.438
37 H -1.289 1.384 0.563
38 H 1.374 3.416 -1.735
39 H -0.401 3.872 -1.830
40 H 1.720 3.628 -4.105
41 H 0.219 2.681 -4.414
42 H 0.370 5.348 -5.167
43 H -1.124 4.450 -4.763
44 C -0.010 -3.111 3.272
45 C -1.070 -4.203 3.441
46 C -2.421 -3.596 3.052
47 S -2.066 -2.303 1.864
48 O -2.423 -1.028 2.438
49 O -2.538 -2.703 0.558
50 C -0.287 -2.471 1.917
51 H 1.001 -3.516 3.323
52 H -0.116 -2.367 4.066
53 H -0.838 -5.041 2.778
54 H -1.092 -4.590 4.460
55 H -3.079 -4.333 2.594
56 H -2.916 -3.138 3.908
57 H 0.181 -1.495 1.797
58 H 0.009 -3.133 1.101
59 C 6.462 -5.053 -1.561
60 C 7.329 -4.096 -0.737
61 C 7.034 -2.674 -1.224
62 S 5.354 -2.698 -1.847
63 O 5.385 -2.453 -3.268
64 O 4.499 -1.933 -0.958
65 C 5.067 -4.439 -1.576
66 H 6.452 -6.057 -1.137
67 H 6.852 -5.120 -2.580
68 H 7.065 -4.185 0.321
69 H 8.389 -4.331 -0.829
70 H 7.108 -1.948 -0.417
71 H 7.692 -2.387 -2.044
72 H 4.430 -4.836 -2.365
73 H 4.578 -4.549 -0.607
74 C -4.392 0.726 5.012
75 C -5.350 1.552 4.148
76 C -5.063 3.030 4.427
77 S -3.339 3.122 4.909
78 O -3.269 3.544 6.284
79 O -2.585 3.777 3.864
80 C -3.020 1.366 4.837
81 H -4.384 -0.324 4.717
82 H -4.699 0.781 6.061
83 H -5.167 1.334 3.092
84 H -6.393 1.308 4.356
85 H -5.223 3.645 3.543
86 H -5.664 3.406 5.254
87 H -2.312 1.085 5.614
88 H -2.607 1.144 3.852


Record 2
Below is a structure of composition C36H29N5PTl, with properties calculated with ωB97M-V/def2-TZVPD.

Energy above the lowest of the compared OMol25 structures with the same formula, charge and spin (kcal/mol): 21.70
HOMO (eV): -13.48
Calculated total energy (eV): -59220.7075
Gap between HOMO and LUMO (eV): 6.51
Charge: +2

Positions of all 72 atoms, in Å:
1 Tl -0.132 0.020 -0.380
2 C 0.288 6.964 -0.678
3 C 0.768 6.553 0.557
4 C 0.610 5.237 0.965
5 C -0.048 4.341 0.126
6 C -0.526 4.751 -1.120
7 C -0.364 6.067 -1.515
8 P -0.267 2.605 0.574
9 C 0.781 2.254 2.014
10 C 2.163 2.370 1.830
11 C 3.025 2.122 2.883
12 C 2.516 1.728 4.116
13 C 1.146 1.600 4.297
14 C 0.273 1.867 3.251
15 C -1.980 2.404 1.144
16 C -2.635 3.521 1.614
17 C -3.962 3.462 2.066
18 C -4.645 2.281 2.024
19 C -4.037 1.108 1.526
20 C -4.743 -0.118 1.503
21 C -4.166 -1.276 1.065
22 C -2.848 -1.246 0.560
23 C -2.167 -0.071 0.619
24 C -2.679 1.155 1.080
25 H 0.425 7.990 -0.993
26 H 1.270 7.257 1.206
27 H 0.988 4.915 1.927
28 H -1.020 4.041 -1.772
29 H -0.733 6.394 -2.477
30 H 2.552 2.675 0.864
31 H 4.094 2.230 2.748
32 H 3.191 1.530 4.938
33 H 0.756 1.306 5.262
34 H -0.796 1.796 3.407
35 H -2.109 4.467 1.653
36 H -4.433 4.355 2.453
37 H -5.659 2.217 2.398
38 H -5.773 -0.120 1.836
39 H -4.707 -2.212 1.067
40 H -2.417 -2.146 0.142
41 N 0.532 -4.388 -0.806
42 C -0.462 -4.343 -1.748
43 C -0.698 -3.023 -1.975
44 N 0.147 -2.277 -1.182
45 C 0.877 -3.131 -0.487
46 H 0.927 -5.229 -0.419
47 H -0.907 -5.231 -2.163
48 H -1.390 -2.563 -2.659
49 H 1.658 -2.878 0.213
50 C 4.150 0.102 -1.824
51 C 2.787 0.101 -1.614
52 N 2.263 -0.150 -0.406
53 C 3.068 -0.408 0.624
54 C 4.453 -0.409 0.512
55 C 4.989 -0.143 -0.749
56 C 5.330 -0.522 1.684
57 C 5.236 -1.309 2.757
58 C 4.346 -2.452 3.003
59 C 4.235 -2.979 4.288
60 C 3.460 -4.117 4.448
61 N 2.876 -4.718 3.417
62 C 3.057 -4.151 2.235
63 N 3.722 -3.037 1.970
64 H 4.546 0.313 -2.807
65 H 2.093 0.311 -2.419
66 H 2.597 -0.579 1.584
67 H 6.064 -0.126 -0.883
68 H 6.164 0.172 1.657
69 H 5.972 -1.157 3.539
70 H 4.737 -2.519 5.128
71 H 3.319 -4.575 5.420
72 H 2.628 -4.670 1.384


Record 3
Below is the molecule C17H20N2O5, with properties calculated with ωB97M-V/def2-TZVPD.

Energy above the lowest of the compared OMol25 structures with the same formula, charge and spin (kcal/mol): 103.80
HOMO (eV): -8.14
Calculated total energy (eV): -31169.2175
Gap between HOMO and LUMO (eV): 8.65
Structure (SMILES): CCN(CC)C(=O)COCc1cc(-c2ccc3c(c2)OCO3)on1

Positions of all 44 atoms, in Å:
1 C -5.069 -1.315 -2.148
2 C -4.489 -1.296 -0.733
3 N -4.519 0.031 -0.153
4 C -5.747 0.431 0.513
5 C -5.755 0.010 1.979
6 C -3.510 0.925 -0.218
7 O -3.602 2.045 0.252
8 C -2.213 0.464 -0.898
9 O -1.604 -0.616 -0.210
10 C -0.906 -0.218 0.955
11 C 0.441 0.337 0.612
12 C 1.694 -0.310 0.713
13 C 2.588 0.608 0.215
14 C 4.026 0.577 0.037
15 C 4.673 1.671 -0.535
16 C 6.049 1.688 -0.726
17 C 6.752 0.576 -0.327
18 C 6.109 -0.526 0.247
19 C 4.754 -0.555 0.441
20 O 7.038 -1.484 0.549
21 C 8.285 -0.955 0.151
22 O 8.093 0.332 -0.397
23 O 1.905 1.709 -0.153
24 N 0.590 1.531 0.095
25 H -4.498 -0.665 -2.806
26 H -5.038 -2.326 -2.545
27 H -6.102 -0.975 -2.147
28 H -3.464 -1.666 -0.741
29 H -5.078 -1.955 -0.090
30 H -6.593 -0.014 -0.017
31 H -5.815 1.519 0.447
32 H -4.932 0.490 2.503
33 H -5.648 -1.069 2.076
34 H -6.688 0.310 2.447
35 H -1.534 1.324 -0.936
36 H -2.409 0.111 -1.913
37 H -1.485 0.525 1.515
38 H -0.787 -1.123 1.556
39 H 1.884 -1.292 1.091
40 H 4.084 2.523 -0.833
41 H 6.548 2.534 -1.168
42 H 4.274 -1.409 0.884
43 H 8.954 -0.888 1.024
44 H 8.741 -1.614 -0.606


Question: Look up the calculated total energy of the first one.
Answer: -97743.1309 eV


Copy entry 2 word for word.
Below is a structure of composition C36H29N5PTl, with properties calculated with ωB97M-V/def2-TZVPD.

Energy above the lowest of the compared OMol25 structures with the same formula, charge and spin (kcal/mol): 21.70
HOMO (eV): -13.48
Calculated total energy (eV): -59220.7075
Gap between HOMO and LUMO (eV): 6.51
Charge: +2

Positions of all 72 atoms, in Å:
1 Tl -0.132 0.020 -0.380
2 C 0.288 6.964 -0.678
3 C 0.768 6.553 0.557
4 C 0.610 5.237 0.965
5 C -0.048 4.341 0.126
6 C -0.526 4.751 -1.120
7 C -0.364 6.067 -1.515
8 P -0.267 2.605 0.574
9 C 0.781 2.254 2.014
10 C 2.163 2.370 1.830
11 C 3.025 2.122 2.883
12 C 2.516 1.728 4.116
13 C 1.146 1.600 4.297
14 C 0.273 1.867 3.251
15 C -1.980 2.404 1.144
16 C -2.635 3.521 1.614
17 C -3.962 3.462 2.066
18 C -4.645 2.281 2.024
19 C -4.037 1.108 1.526
20 C -4.743 -0.118 1.503
21 C -4.166 -1.276 1.065
22 C -2.848 -1.246 0.560
23 C -2.167 -0.071 0.619
24 C -2.679 1.155 1.080
25 H 0.425 7.990 -0.993
26 H 1.270 7.257 1.206
27 H 0.988 4.915 1.927
28 H -1.020 4.041 -1.772
29 H -0.733 6.394 -2.477
30 H 2.552 2.675 0.864
31 H 4.094 2.230 2.748
32 H 3.191 1.530 4.938
33 H 0.756 1.306 5.262
34 H -0.796 1.796 3.407
35 H -2.109 4.467 1.653
36 H -4.433 4.355 2.453
37 H -5.659 2.217 2.398
38 H -5.773 -0.120 1.836
39 H -4.707 -2.212 1.067
40 H -2.417 -2.146 0.142
41 N 0.532 -4.388 -0.806
42 C -0.462 -4.343 -1.748
43 C -0.698 -3.023 -1.975
44 N 0.147 -2.277 -1.182
45 C 0.877 -3.131 -0.487
46 H 0.927 -5.229 -0.419
47 H -0.907 -5.231 -2.163
48 H -1.390 -2.563 -2.659
49 H 1.658 -2.878 0.213
50 C 4.150 0.102 -1.824
51 C 2.787 0.101 -1.614
52 N 2.263 -0.150 -0.406
53 C 3.068 -0.408 0.624
54 C 4.453 -0.409 0.512
55 C 4.989 -0.143 -0.749
56 C 5.330 -0.522 1.684
57 C 5.236 -1.309 2.757
58 C 4.346 -2.452 3.003
59 C 4.235 -2.979 4.288
60 C 3.460 -4.117 4.448
61 N 2.876 -4.718 3.417
62 C 3.057 -4.151 2.235
63 N 3.722 -3.037 1.970
64 H 4.546 0.313 -2.807
65 H 2.093 0.311 -2.419
66 H 2.597 -0.579 1.584
67 H 6.064 -0.126 -0.883
68 H 6.164 0.172 1.657
69 H 5.972 -1.157 3.539
70 H 4.737 -2.519 5.128
71 H 3.319 -4.575 5.420
72 H 2.628 -4.670 1.384


Question: The lowest calculated total energy belongs to which entry?
Answer: C23H45BFN4O10S4